76
Properties=species:S:1:pos:R:3 method="wB97M-V/def2-TZVPD" smiles="C[C@H]1COC(=O)O1.C[C@H]1COC(=O)O1.C[C@H]1COC(=O)O1.C[C@H]1COC(=O)O1.C[C@H]1COC(=O)O1.BrCCBr.O" e_above_lowest_ev=0.0000 gap_ev=10.11 homo_energy_ev=-10.33 e_lumo_ha=-0.0080
C -5.85489 -1.80887 -6.47950
C -4.37151 -1.92838 -6.24613
C -3.38645 -1.34592 -7.26589
O -2.36346 -0.65960 -6.55243
C -2.86456 -0.52225 -5.25556
O -2.48977 0.30488 -4.41348
O -3.96292 -1.27891 -5.06992
H -6.36115 -2.12086 -5.56600
H -6.25522 -2.35552 -7.33332
H -6.08662 -0.76879 -6.70890
H -4.20642 -3.00284 -6.16618
H -3.91450 -0.56805 -7.81744
H -2.98260 -2.18848 -7.82722
C -1.67607 0.52122 7.01704
C -0.86679 1.49623 6.14419
C -1.29807 1.72679 4.71044
O -2.16034 2.83993 4.76097
C -1.96627 3.50909 5.95608
O -2.43598 4.58216 6.24177
O -1.17525 2.75227 6.65405
H -1.47837 -0.50076 6.69367
H -2.71662 0.66074 6.72395
H -1.61868 0.53301 8.10546
H 0.20929 1.41683 6.29861
H -1.86382 0.83311 4.44707
H -0.44282 1.86819 4.04966
C 1.02430 -4.51962 2.44700
C 1.60197 -5.41764 3.58578
C 2.12332 -6.72419 2.99107
O 3.37563 -6.90347 3.63459
C 3.66775 -5.75793 4.22018
O 4.73877 -5.62446 4.75208
O 2.73115 -4.84236 4.14749
H 1.56874 -4.60982 1.50702
H 1.01086 -3.46675 2.72873
H -0.02777 -4.79164 2.36180
H 0.99959 -5.68724 4.45328
H 2.15489 -6.62394 1.90615
H 1.39962 -7.53673 3.05513
C -3.40221 6.52588 -0.06909
C -1.90039 6.50460 -0.15385
C -1.23753 5.17195 -0.42052
O -0.17614 5.54828 -1.32269
C -0.53421 6.76500 -1.83350
O 0.22864 7.34274 -2.62942
O -1.67132 7.17361 -1.39698
H -3.69942 7.54581 0.17484
H -3.71847 6.02447 0.84559
H -3.92224 6.20489 -0.97166
H -1.51454 7.15258 0.63313
H -1.88335 4.37284 -0.78445
H -0.63933 4.71297 0.36663
C 4.51742 0.22916 -0.72387
C 4.87850 1.54293 -0.14289
C 3.80565 2.57661 -0.17177
O 3.47340 2.81150 1.19262
C 4.10077 1.90874 1.96659
O 3.76492 1.79984 3.15304
O 4.93890 1.21599 1.30417
H 3.71369 -0.39922 -0.34014
H 5.49643 -0.24913 -0.69407
H 4.19887 0.17352 -1.76480
H 5.74095 2.10080 -0.50769
H 2.90538 2.17207 -0.63433
H 4.17105 3.38332 -0.80724
Br 0.41129 -3.19549 -2.62781
C 1.80039 -3.24006 -4.11189
C 2.36652 -4.68525 -3.90833
Br 3.94300 -4.88465 -5.13266
H 2.57365 -2.50870 -3.87683
H 1.35053 -3.04767 -5.08592
H 1.70092 -5.39825 -4.39486
H 2.57169 -5.07825 -2.91256
O -0.08769 0.30499 0.61291
H 0.00279 -0.64743 0.58219
H -0.04748 0.57955 -0.30319

---

10
Properties=species:S:1:pos:R:3 method="wB97M-V/def2-TZVPD" smiles=FC(F)(F)CP e_above_lowest_ev=1.1263 gap_ev=11.28 homo_energy_ev=-10.37 e_lumo_ha=0.0332
F 2.15762 -1.09409 0.26777
C 1.27065 -0.04136 -0.03526
F 1.38138 0.23289 -1.30150
F 1.61248 0.96839 0.68089
C -0.21764 -0.48102 0.30428
P -1.19271 1.09066 0.00479
H -0.29822 -0.68102 1.34124
H -0.56443 -1.19716 -0.33002
H -2.42630 0.55650 0.30422
H -1.72282 0.64620 -1.23642

---

17
Properties=species:S:1:pos:R:3 method="wB97M-V/def2-TZVPD" smiles="C[C@@H](O)CCC=O" e_above_lowest_ev=1.2248 gap_ev=11.00 homo_energy_ev=-10.07 e_lumo_ha=0.0344
C -2.25757 -0.48007 -0.13104
C -0.78375 -0.30102 -0.48282
O -0.58221 0.88067 -1.23795
C 0.10168 -0.34141 0.76577
C 1.59936 -0.31686 0.46832
C 2.13819 0.99456 -0.04898
O 1.59379 2.06673 0.08038
H -2.44447 -1.47142 0.29937
H -2.58076 0.27807 0.59219
H -2.86572 -0.37393 -1.03421
H -0.48917 -1.12341 -1.15086
H -0.31135 1.58736 -0.63438
H -0.15440 0.50768 1.41370
H -0.13778 -1.24728 1.33551
H 1.88588 -1.11683 -0.22542
H 2.17337 -0.50597 1.38905
H 3.13635 0.93451 -0.53061

---

59
Properties=species:S:1:pos:R:3 method="wB97M-V/def2-TZVPD" smiles="CCOc1ccc(-c2cc(C(=O)N3CCN(c4ccccn4)CC3)c3ccccc3n2)cc1" e_above_lowest_ev=0.0000 gap_ev=8.04 homo_energy_ev=-7.90 e_lumo_ha=0.0052
C -1.17445 -1.56430 -9.07191
C -1.09925 -1.83477 -7.57747
O -0.33685 -0.79793 -6.99196
C -0.12178 -0.80819 -5.65253
C -0.59817 -1.77357 -4.77082
C -0.32274 -1.67534 -3.41875
C 0.43246 -0.62352 -2.91119
C 0.74707 -0.49686 -1.48485
C -0.07876 -1.07824 -0.49173
C 0.25197 -0.94037 0.83110
C -0.59232 -1.54242 1.90899
O -0.18161 -2.43286 2.63186
N -1.85595 -1.05922 2.00992
C -2.35636 0.11825 1.33150
C -2.98746 1.05700 2.37828
N -2.29532 0.91646 3.63980
C -1.07564 1.54453 3.75085
C -0.32912 1.51671 4.93908
C 0.84160 2.24049 4.99745
C 1.24990 2.97703 3.89132
C 0.44187 2.94926 2.77143
N -0.68204 2.25940 2.69474
C -2.53583 -0.37837 4.24788
C -2.65757 -1.45776 3.14625
C 1.43835 -0.24533 1.17959
C 1.90598 -0.09882 2.49814
C 3.04766 0.61072 2.74924
C 3.75772 1.21573 1.70061
C 3.33296 1.08770 0.40841
C 2.17122 0.34352 0.11147
N 1.80945 0.21111 -1.17471
C 0.92174 0.33170 -3.80665
C 0.64700 0.24646 -5.15001
H -1.64709 -0.60252 -9.25113
H -1.75203 -2.34360 -9.56086
H -0.17383 -1.54183 -9.49457
H -0.62043 -2.80637 -7.39167
H -2.10906 -1.85191 -7.14377
H -1.17999 -2.61019 -5.12552
H -0.68466 -2.45320 -2.76299
H -0.97894 -1.60301 -0.77266
H -3.09871 -0.17091 0.57735
H -1.53066 0.63419 0.84196
H -2.90361 2.09057 2.04654
H -4.03917 0.81331 2.54842
H -0.67340 0.96513 5.79953
H 1.43134 2.24037 5.90322
H 2.16010 3.55392 3.90493
H 0.70095 3.50000 1.87593
H -1.70618 -0.63051 4.90691
H -3.45752 -0.34135 4.84075
H -3.69373 -1.57548 2.81846
H -2.28218 -2.41601 3.50711
H 1.36378 -0.57055 3.30340
H 3.41074 0.70908 3.76154
H 4.65184 1.77933 1.92519
H 3.87006 1.53339 -0.41427
H 1.51933 1.13986 -3.41621
H 1.01620 0.98384 -5.84533

---

9
Properties=species:S:1:pos:R:3 method="wB97M-V/def2-TZVPD" smiles=Oc1ccon1 e_above_lowest_ev=2.3754 gap_ev=10.86 homo_energy_ev=-10.17 e_lumo_ha=0.0251
O 2.08476 -0.05363 0.07866
C 0.74606 -0.25161 0.13411
C -0.26878 0.74372 0.04619
C -1.40064 0.00524 0.08673
O -1.10703 -1.29382 0.22591
N 0.25891 -1.45794 0.24945
H 2.28041 0.24966 -0.81750
H -0.14231 1.81439 -0.00879
H -2.45138 0.24398 0.00524

---

7
Properties=species:S:1:pos:R:3 method="wB97M-V/def2-TZVPD" total_charge=+4 gap_ev="10.03 / 5.14" homo_energy_ev="-36.12 / -32.99" e_lumo_ha="-0.9588 / -1.0234" multiplicity=2
In -0.95235 -5.77716 -27.91419
C -2.31515 -0.62587 -28.09608
C -2.44602 -2.09142 -27.99064
N -2.59309 -3.27387 -27.91355
H -1.54015 -0.34133 -27.38438
H -3.28479 -0.24510 -27.77527
H -1.98647 -0.31509 -29.08778

---

33
Properties=species:S:1:pos:R:3 method="wB97M-V/def2-TZVPD" smiles="Oc1ccc(/C=N/NC(=S)Nc2cccnc2)c(O)c1O" e_above_lowest_ev=0.7507 gap_ev=7.97 homo_energy_ev=-7.89 e_lumo_ha=0.0030
O -2.26419 -1.85091 -3.98246
C -1.98792 -1.40660 -2.71567
C -0.87430 -0.63630 -2.40142
C -0.66281 -0.23030 -1.10327
C -1.54918 -0.57996 -0.08177
C -1.32800 -0.18020 1.28398
N -0.30943 0.51470 1.61368
N -0.13549 0.84942 2.89899
C 0.86198 1.65603 3.33621
S 0.79608 2.25955 4.87339
N 1.87123 2.00913 2.50049
C 2.32283 1.37287 1.34564
C 2.87710 2.12736 0.31432
C 3.33286 1.47834 -0.81966
C 3.23130 0.09664 -0.87531
N 2.74218 -0.63008 0.11616
C 2.30428 -0.01776 1.19532
C -2.67716 -1.35337 -0.39841
O -3.56417 -1.71175 0.56018
C -2.88882 -1.76141 -1.71496
O -4.00189 -2.51875 -1.98507
H -1.57021 -1.55666 -4.58216
H -0.17797 -0.36382 -3.18141
H 0.19779 0.36307 -0.84659
H -2.06854 -0.50563 2.01951
H -0.83900 0.60147 3.59968
H 2.39850 2.81389 2.81376
H 2.94103 3.20261 0.40405
H 3.75907 2.03528 -1.63968
H 3.56879 -0.45878 -1.73962
H 1.94180 -0.65899 1.98584
H -4.25612 -2.23983 0.13566
H -3.99160 -2.71925 -2.92940

---

87
Properties=species:S:1:pos:R:3 method="wB97M-V/def2-TZVPD" e_above_lowest_ev=0.2868 total_charge=-2 gap_ev="5.06 / 4.97" homo_energy_ev="-1.33 / -1.23" e_lumo_ha="0.1373 / 0.1373" multiplicity=2
Mn 0.42117 0.07548 -0.07839
C -2.43012 -5.07121 1.37558
C -1.31623 -4.97414 0.34146
N -1.46843 -3.82688 -0.52914
C -1.01123 -2.58041 -0.17915
S -0.99632 -1.39095 -1.44200
N -0.69239 -2.42712 1.08280
N -0.12753 -1.19932 1.34294
C 0.12619 -0.90318 2.57076
C -0.29842 -1.70267 3.75649
C 0.89889 0.34354 2.72995
C 1.23784 0.88286 3.97133
C 1.97201 2.05267 4.01322
C 2.37375 2.65056 2.82311
C 2.01839 2.04293 1.63041
N 1.30480 0.92612 1.58471
H -2.29301 -5.95120 2.00916
H -3.40334 -5.13640 0.88685
H -2.42248 -4.18149 2.00281
H -1.32180 -5.86331 -0.29413
H -0.34731 -4.92106 0.84693
H -1.46752 -3.98137 -1.52179
H -1.03303 -2.44162 3.44540
H -0.74980 -1.03974 4.49575
H 0.54339 -2.22460 4.22044
H 0.90833 0.40301 4.88063
H 2.22381 2.50158 4.96691
H 2.94587 3.56781 2.81233
H 2.30663 2.45112 0.66795
Cl 6.11442 -1.78308 -3.27815
C 4.68216 -0.91382 -2.79774
C 4.30339 0.22986 -3.46130
Cl 5.24377 0.82236 -4.80293
C 3.14839 0.92627 -3.05151
Cl 2.65074 2.34571 -3.92931
C 2.36674 0.50073 -1.97868
O 1.30606 1.10567 -1.53064
C 2.74856 -0.72744 -1.30652
O 1.99718 -1.13899 -0.34294
C 3.90288 -1.38534 -1.72917
Cl 4.34704 -2.84393 -0.88491
C -6.10948 -0.35500 -0.01300
Te -4.01900 -0.89317 -0.13122
C -3.95334 0.44830 -1.78401
C -5.32714 1.03425 -1.95617
C -5.57777 1.96649 -2.96290
C -6.83639 2.51622 -3.13152
C -7.87176 2.13659 -2.28615
C -7.63147 1.21248 -1.28422
C -6.36677 0.65251 -1.10613
H -6.34018 0.07415 0.96324
H -6.73486 -1.23785 -0.14858
H -3.62328 -0.09764 -2.66595
H -3.20541 1.21138 -1.56868
H -4.76435 2.26544 -3.61335
H -7.00967 3.24325 -3.91567
H -8.85965 2.56555 -2.40495
H -8.43470 0.91706 -0.61822
Cl -3.43619 6.95703 -0.98198
C -1.75595 6.67185 -1.33943
C -1.11886 7.59985 -2.14974
C 0.17449 7.37489 -2.58391
C 0.82224 6.20452 -2.21334
C 0.19213 5.30091 -1.37920
Cl 0.97543 3.82430 -0.96653
C -1.10983 5.51447 -0.88320
N -1.66844 4.56828 -0.05416
C -2.35699 4.82931 1.13748
C -2.22766 6.03603 1.81946
C -2.88783 6.23779 3.02092
C -3.66089 5.22342 3.56614
C -3.76485 4.01359 2.89288
C -3.13443 3.79897 1.67515
C -3.22063 2.47794 0.97227
C -1.93451 1.65668 1.23143
O -1.84122 1.14873 2.35175
O -1.09162 1.63280 0.27377
H -1.66779 8.47849 -2.45947
H 0.66775 8.09406 -3.22402
H 1.81958 5.97702 -2.56211
H -1.29788 3.62081 -0.13460
H -1.59740 6.81444 1.40746
H -2.78297 7.18569 3.53538
H -4.17152 5.36745 4.51045
H -4.34391 3.20182 3.31624
H -3.36206 2.62348 -0.10065
H -4.05665 1.90740 1.37339

---

8
Properties=species:S:1:pos:R:3 method="wB97M-V/def2-TZVPD" smiles=OONOO e_above_lowest_ev=1.8963 gap_ev=10.72 homo_energy_ev=-10.12 e_lumo_ha=0.0222
O 0.38099 1.11813 -1.20183
O 1.24995 0.38086 -0.41731
N 0.79201 0.18630 0.78556
O -0.14592 -0.79885 1.11430
O -1.21700 -0.76864 0.19005
H -0.23236 0.43232 -1.44809
H 0.55199 1.14970 1.15349
H -1.37966 -1.69981 -0.17619

---

9
Properties=species:S:1:pos:R:3 method="wB97M-V/def2-TZVPD" e_above_lowest_ev=0.0000 gap_ev="5.77 / 8.35" homo_energy_ev="-5.27 / -9.84" e_lumo_ha="0.0184 / -0.0547" multiplicity=3
C 0.60652 0.57260 -0.37178
O 0.99265 -0.68087 0.06384
O -1.96055 -1.08715 -0.27500
P -1.81365 0.52495 -0.08254
H 0.80172 0.79065 -1.41162
H 0.92566 1.33152 0.32776
H 0.92338 -1.31262 -0.65967
H -1.31103 -1.61035 0.20549
H -1.62248 0.54338 1.31859

---

93
Properties=species:S:1:pos:R:3 method="wB97M-V/def2-TZVPD" e_above_lowest_ev=0.0000 total_charge=-1 gap_ev="6.87 / 6.19" homo_energy_ev="-4.39 / -3.71" e_lumo_ha="0.0910 / 0.0912" multiplicity=2
V 0.23595 -0.76726 0.49571
S 2.94389 -0.46177 2.94840
C 1.75254 0.13608 1.77506
S 2.22506 0.58453 0.16874
S 0.18023 0.55702 2.38896
N 1.69654 2.15179 -0.19237
S 2.04706 3.21179 0.95812
N 4.68053 2.05154 1.71470
S 5.21171 0.69973 1.84531
N 4.37732 -0.65276 2.10685
S 2.46598 -2.54349 0.37571
N 0.88654 -2.50331 0.48554
C 3.03395 -4.06630 1.12982
C 4.26375 -4.03949 1.76698
C 4.72957 -5.20328 2.36728
C 3.96012 -6.35732 2.33643
C 2.71483 -6.35620 1.71546
C 2.24248 -5.20333 1.10971
C 2.85824 -2.96128 -1.33082
C 1.84156 -3.29625 -2.20746
C 2.15190 -3.53158 -3.54021
C 3.46412 -3.41955 -3.97981
C 4.47133 -3.06174 -3.09131
C 4.17021 -2.82192 -1.75955
C 6.10657 0.08769 0.38314
C 5.89940 0.79782 -0.78584
C 6.50843 0.37650 -1.96168
C 7.33530 -0.73810 -1.95553
C 7.54859 -1.44022 -0.77382
C 6.92896 -1.03063 0.39836
C 6.58017 0.59955 3.04399
C 7.51143 1.62988 3.04741
C 8.54000 1.62586 3.97531
C 8.62833 0.60061 4.91188
C 7.68868 -0.41884 4.91255
C 6.66367 -0.42458 3.97184
C 0.55275 4.21436 0.98952
C -0.60676 3.73100 0.41278
C -1.77018 4.48583 0.50115
C -1.76736 5.70152 1.16748
C -0.59672 6.17111 1.75268
C 0.56794 5.42672 1.66719
C 3.10656 4.44838 0.20312
C 2.81851 4.91121 -1.07342
C 3.64664 5.85938 -1.64939
C 4.74969 6.33564 -0.94737
C 5.03183 5.85539 0.32238
C 4.21171 4.89620 0.90661
H 4.81449 -3.10448 1.81129
H 5.68675 -5.20171 2.87388
H 4.32312 -7.26062 2.81129
H 2.11144 -7.25545 1.71055
H 1.26611 -5.15857 0.64215
H 0.82535 -3.34402 -1.83344
H 1.36409 -3.78591 -4.23831
H 3.70062 -3.59259 -5.02246
H 5.49067 -2.94524 -3.43750
H 4.94040 -2.50472 -1.06476
H 5.25803 1.67253 -0.74573
H 6.33754 0.92056 -2.88252
H 7.81667 -1.06130 -2.87088
H 8.19471 -2.31006 -0.76810
H 7.08204 -1.57496 1.32257
H 7.40674 2.43526 2.32984
H 9.27020 2.42612 3.97734
H 9.42758 0.60244 5.64306
H 7.75078 -1.21349 5.64623
H 5.92234 -1.21349 3.94692
H -0.57497 2.77475 -0.09303
H -2.68219 4.11523 0.05063
H -2.67734 6.28434 1.23663
H -0.59226 7.11824 2.27717
H 1.48539 5.78763 2.11699
H 1.96078 4.51653 -1.60460
H 3.43508 6.22772 -2.64535
H 5.39650 7.07701 -1.40056
H 5.90355 6.21123 0.85689
H 4.44704 4.45020 1.86355
O -1.06783 -0.71841 -3.90771
C -2.17538 -1.36938 -3.52069
C -3.04097 -1.82838 -4.51698
C -4.19058 -2.51200 -4.17814
C -4.51099 -2.76068 -2.84405
C -3.65768 -2.31098 -1.85735
C -2.49306 -1.61272 -2.17523
C -1.60479 -1.16416 -1.08085
O -1.82631 -1.43272 0.11450
O -0.53805 -0.49337 -1.38145
H -0.56924 -0.47861 -3.09278
H -2.78104 -1.63381 -5.54914
H -4.84947 -2.86063 -4.96440
H -5.41221 -3.30065 -2.58700
H -3.86236 -2.48759 -0.80951